{"formula": "C24H40AgAs2BrN5O7P", "method": "wB97M-V/def2-TZVPD", "symbols": ["Ag", "N", "N", "C", "N", "N", "N", "O", "O", "H", "H", "H", "H", "H", "C", "As", "C", "C", "C", "C", "C", "C", "C", "As", "C", "C", "H", "H", "H", "H", "H", "H", "H", "H", "H", "H", "H", "H", "H", "H", "H", "H", "Br", "C", "C", "C", "C", "C", "C", "C", "O", "O", "H", "H", "H", "H", "C", "C", "O", "P", "O", "C", "C", "O", "C", "C", "H", "H", "H", "H", "H", "H", "H", "H", "H", "H", "H", "H", "H", "H", "H"], "coordinates": [[0.01696, 1.27218, 0.11112], [1.33721, 1.44047, 2.13739], [0.66697, 2.00240, 3.25294], [-0.62002, 2.37608, 3.10530], [-1.30469, 2.46364, 4.27685], [-0.98578, 2.58792, 1.86874], [-2.22937, 2.87861, 1.52673], [-2.51834, 2.90530, 0.32502], [-3.07781, 3.20822, 2.35066], [1.71279, 0.56705, 2.53154], [2.12539, 2.06561, 1.97940], [0.94740, 1.58277, 4.18422], [-0.97481, 1.78550, 4.98078], [-2.33620, 2.46827, 4.18605], [3.99477, -0.88459, -1.57467], [2.55190, -1.68186, -0.45843], [3.41388, -3.40354, -0.28211], [1.35755, -2.13784, -1.94283], [1.79753, -2.72960, -3.11446], [0.96114, -2.99380, -4.19470], [-0.39122, -2.64496, -4.01616], [-0.84452, -2.12353, -2.82927], [-0.01199, -1.88715, -1.78022], [-0.68765, -1.25406, -0.11176], [-2.55998, -1.56456, -0.36168], [-0.21027, -2.73275, 1.06538], [4.16737, -1.40070, -2.48492], [4.89080, -0.73327, -0.94775], [3.55716, 0.14791, -1.78247], [3.47008, -3.90600, -1.23675], [2.89701, -4.12691, 0.29450], [4.36652, -3.35621, 0.17738], [2.85043, -2.97339, -3.20981], [1.34331, -3.34017, -5.16897], [-1.17548, -2.84649, -4.75570], [-1.96226, -1.97030, -2.84267], [-2.75159, -2.39982, -1.03953], [-3.11799, -0.70629, -0.73505], [-2.99609, -1.97589, 0.57805], [0.21237, -3.52168, 0.44952], [-1.16327, -3.08147, 1.45396], [0.37877, -2.37074, 1.87420], [-2.25529, -1.35492, 3.15578], [-1.16029, -2.63614, 4.09212], [-1.68259, -3.89371, 4.13137], [-1.14634, -4.86890, 4.94872], [0.01513, -4.49305, 5.64190], [0.63144, -3.29735, 5.44821], [0.03065, -2.28543, 4.69798], [0.55412, -0.85629, 4.59338], [1.44196, -0.73059, 3.72993], [0.06152, 0.05921, 5.26783], [-2.57634, -4.04607, 3.48573], [-1.52975, -5.91252, 5.05907], [0.59607, -5.31477, 6.08556], [1.58232, -3.14676, 5.92115], [-0.86687, 5.73349, -1.00623], [0.13599, 4.65739, -1.16144], [-0.22350, 3.78212, -2.27848], [-0.30111, 2.16228, -2.00784], [-1.81536, 1.76148, -2.29392], [-2.47531, 2.31833, -3.41994], [-3.96346, 2.15164, -3.29485], [0.35284, 1.72009, -3.43341], [1.75095, 1.48012, -3.50580], [2.59086, 2.67715, -3.07332], [-0.51877, 6.38004, -0.17839], [-1.81687, 5.31984, -0.66859], [-1.05625, 6.31281, -1.93403], [0.20835, 4.07080, -0.27738], [1.12230, 5.01711, -1.46114], [-2.08368, 1.78896, -4.31228], [-2.24190, 3.40939, -3.46818], [-4.19933, 1.09876, -3.17488], [-4.44630, 2.49459, -4.16675], [-4.24792, 2.66353, -2.41931], [1.87465, 1.39538, -4.60368], [2.06903, 0.53332, -3.03862], [2.29677, 3.63657, -3.46458], [3.56361, 2.43367, -3.50015], [2.63065, 2.77408, -1.95535]], "atomic_forces_ev_per_a": [[0.357, -0.471, 0.623], [0.778, 0.644, 0.298], [0.246, -0.257, 0.806], [0.304, -0.813, 2.241], [-1.137, -0.562, -0.398], [0.392, -0.141, -1.672], [-2.260, 1.343, -0.434], [1.046, -0.491, 0.329], [0.147, -0.273, 0.793], [-0.157, -0.299, -0.211], [0.019, -0.199, -0.229], [-0.718, 0.316, -1.286], [0.053, 0.280, -0.387], [1.084, 0.387, -0.107], [-1.158, 2.193, 1.424], [0.662, 0.186, -0.257], [-0.422, -0.645, -0.586], [-0.524, -0.187, 0.329], [0.656, -0.049, -0.571], [-0.895, 0.686, -0.015], [0.448, -0.827, -1.081], [-2.376, -0.159, -1.096], [0.872, 0.115, 0.306], [0.056, 0.855, 0.718], [-1.318, -1.267, 0.367], [-1.040, -0.219, -0.954], [0.341, -0.489, -0.708], [-0.313, -0.243, -0.444], [0.911, -1.214, 0.038], [0.413, 0.164, -0.529], [-1.034, -0.366, 0.932], [1.130, 0.427, 0.237], [0.026, 0.022, -0.044], [-0.232, -0.053, 0.753], [0.679, 0.096, -0.085], [1.447, 0.099, 0.560], [0.261, 0.107, -0.219], [0.145, 0.084, 0.242], [0.310, 0.891, -0.451], [0.388, -0.057, 0.223], [0.111, -0.208, 0.008], [0.779, 0.048, 0.477], [0.319, 0.242, 0.490], [0.154, 1.190, -0.058], [-2.040, -1.279, -0.694], [0.484, -0.225, 0.365], [0.188, -2.507, -0.720], [0.187, 1.044, 0.030], [-0.711, 0.473, 0.645], [0.147, -0.365, -0.494], [0.805, -0.146, -0.505], [-0.422, 0.103, 0.696], [0.644, -0.256, 0.785], [0.186, 1.200, -0.327], [-0.417, 0.566, 0.400], [0.328, 0.322, 0.098], [-0.613, 0.951, 0.370], [0.385, -0.444, -1.895], [-0.170, -0.702, 0.901], [0.055, 1.046, -1.306], [0.133, -0.008, 0.451], [0.204, 0.635, -1.374], [1.224, -1.335, 0.416], [-0.583, -0.525, 1.112], [0.018, 0.868, -1.621], [0.446, -0.908, 1.089], [-0.174, 0.062, -0.545], [-0.069, -0.111, -0.097], [0.351, -0.267, 0.606], [0.168, -0.482, 0.925], [0.022, 0.265, 0.365], [-0.188, 0.513, 0.283], [0.004, -0.838, -0.181], [-0.128, -0.209, 0.058], [-0.644, 0.642, -0.930], [-0.815, 0.701, 0.960], [0.291, -0.353, 0.554], [-0.406, 0.398, -0.003], [-0.480, 0.119, -0.361], [0.417, 0.297, 0.477], [0.221, -0.133, -0.906]], "molar_mass_g_mol": 879.2, "e_lumo_ev": 0.40, "de_lowest_kcal_mol": 17.3, "homo_ev": -8.25, "charge": 0}